Entry 1:
Below is a structure of composition C17H18BCoN7O3S at a distorted geometry, with properties calculated with ωB97M-V/def2-TZVPD.

Each line ends with the Mulliken spin population.
Element x y z (Å)
C 1.046 -2.222 -1.893  -0.001
N 0.590 -0.929 -1.780  0.100
N 1.225 -0.197 -2.745  -0.029
C 2.018 -0.998 -3.459  0.114
C 1.936 -2.288 -2.952  0.047
B 1.029 1.345 -2.876  -0.031
N -0.473 1.704 -2.942  0.002
N -1.351 1.139 -2.011  -0.033
C -2.573 1.660 -2.346  -0.009
C -2.473 2.512 -3.453  0.002
C -1.131 2.507 -3.799  0.002
Co -0.560 -0.184 -0.671  1.791
N 1.736 2.115 -1.725  0.005
N 1.386 1.893 -0.405  0.044
C 2.241 2.657 0.305  -0.001
C 3.119 3.368 -0.537  0.008
C 2.758 2.998 -1.817  0.000
H 2.192 2.672 1.398  0.001
H 3.135 3.279 -2.798  0.000
H 3.907 4.065 -0.259  0.000
H 1.551 1.672 -3.909  0.000
H -0.576 3.005 -4.588  0.000
H 2.585 -0.570 -4.283  0.000
H -3.267 3.060 -3.948  -0.001
H 2.469 -3.164 -3.323  0.001
H -3.457 1.374 -1.772  -0.001
H 0.690 -2.997 -1.207  -0.007
H -0.555 1.325 0.540  0.006
C -1.558 0.789 0.769  -0.002
H -2.376 1.456 0.447  0.003
H -1.909 -0.366 0.306  0.013
H -1.537 0.490 1.828  0.006
O -1.289 -4.997 1.890  0.036
S -1.888 -3.732 2.116  -0.026
O -3.181 -3.429 1.625  0.045
N -0.947 -2.763 1.050  0.420
C -0.196 -1.838 1.467  0.058
O 0.471 -1.109 0.644  0.019
C -0.266 -1.683 2.966  0.073
C 0.367 -0.730 3.788  0.014
C 0.083 -0.765 5.165  0.055
C -0.810 -1.709 5.692  0.177
C -1.441 -2.647 4.844  0.001
C -1.149 -2.608 3.490  0.089
H 1.046 -0.001 3.359  0.001
H 0.555 -0.050 5.825  0.004
H -1.034 -1.730 6.754  -0.001
H -2.139 -3.379 5.230  0.002

Values from the calculation:
Gap between HOMO and LUMO (spin up / spin down) (Eh): 0.1937 / 0.1137
Energy relative to the best compared isomer or geometry (same formula, charge and spin) (kcal/mol): 29.1
Max |F| (eV Å⁻¹): 4.20
LUMO (spin up / spin down) (eV): -9.1 / -11.3
Total charge: +2
2S+1: 4
Expectation value of S²: 3.818
Energy (a.u.): -3072.6731

***

Entry 2:
Below is a structure of composition C29H39BF4N2OPtS, with properties calculated with ωB97M-V/def2-TZVPD.

Each line ends with the Löwdin charge.
Element x y z (Å)
Pt -0.163 -0.546 1.147  1.194
C -1.493 -4.053 -3.093  -0.062
C -1.555 -2.811 -2.204  -0.373
C -2.016 -1.579 -2.990  -0.044
C -2.459 -2.998 -0.999  -0.130
C -3.779 -3.400 -1.193  -0.031
C -4.675 -3.443 -0.143  -0.062
C -4.275 -3.041 1.123  -0.028
C -2.970 -2.639 1.368  -0.136
C -2.617 -2.073 2.729  -0.350
C -1.456 -2.742 3.469  -0.052
C -2.470 -0.553 2.622  -0.039
C -2.059 -2.676 0.303  -0.150
N -0.697 -2.328 0.536  -0.115
C 0.280 -3.153 0.282  -0.068
C 1.564 -2.626 0.318  -0.310
C 2.822 -3.120 -0.027  -0.016
C 3.662 -2.029 -0.048  -0.035
C 2.908 -0.875 0.273  -0.211
N 1.637 -1.247 0.527  -0.020
C 3.491 0.520 0.185  -0.534
C 3.550 0.897 -1.304  -0.030
C 4.914 0.508 0.758  -0.046
C 2.684 1.570 0.925  -0.045
H -0.774 -3.902 -3.899  0.081
H -2.460 -4.266 -3.552  0.073
H -1.192 -4.936 -2.526  0.080
H -0.542 -2.601 -1.861  0.113
H -3.032 -1.718 -3.368  0.082
H -1.358 -1.407 -3.845  0.081
H -2.005 -0.689 -2.357  0.065
H -4.111 -3.662 -2.190  0.112
H -5.696 -3.762 -0.313  0.106
H -4.988 -3.032 1.938  0.114
H -3.503 -2.234 3.350  0.131
H -0.485 -2.502 3.043  0.052
H -1.578 -3.827 3.471  0.086
H -1.444 -2.398 4.504  0.087
H -1.936 -0.199 1.695  0.003
H -2.015 -0.094 3.494  0.084
H -3.436 -0.081 2.428  0.112
H 0.060 -4.180 0.009  0.157
H 3.064 -4.148 -0.247  0.110
H 4.712 -2.033 -0.288  0.103
H 4.145 0.180 -1.872  0.086
H 4.000 1.888 -1.415  0.081
H 2.545 0.930 -1.730  0.083
H 5.580 -0.148 0.196  0.072
H 4.911 0.187 1.801  0.097
H 5.327 1.517 0.714  0.086
H 1.705 1.712 0.474  0.060
H 3.203 2.530 0.872  0.094
H 2.562 1.315 1.976  0.090
F 0.972 2.864 3.457  0.160
B 0.109 1.797 3.414  -1.235
F -0.022 1.435 1.930  -0.150
F 0.593 0.660 4.025  0.140
F -1.169 2.127 3.820  0.142
C 3.173 5.153 -1.713  -0.047
C 1.863 4.534 -1.310  -0.274
C 1.216 3.627 -2.147  -0.045
C 0.037 3.014 -1.757  -0.071
C -0.508 3.324 -0.519  -0.406
C 0.127 4.208 0.338  -0.069
C 1.304 4.817 -0.068  -0.033
S -1.987 2.500 0.037  0.930
C -3.135 3.241 -1.129  -0.233
O -1.872 1.068 -0.401  -0.578
H 3.377 4.999 -2.772  0.076
H 3.995 4.712 -1.145  0.079
H 3.181 6.226 -1.514  0.081
H 1.651 3.387 -3.110  0.115
H -0.444 2.281 -2.393  0.114
H -0.276 4.395 1.327  0.119
H 1.811 5.496 0.608  0.123
H -2.808 3.015 -2.143  0.055
H -3.166 4.316 -0.961  0.061
H -4.112 2.799 -0.940  0.052

Values from the calculation:
Gap between HOMO and LUMO (Eh): 0.2813
Energy relative to the best compared isomer or geometry (same formula, charge and spin) (kcal/mol): 6.3
Max |F| (eV Å⁻¹): 0.27
LUMO (eV): -0.3
Energy (a.u.): -2255.2289

***

Entry 3:
Below is an isolated molecule of C25H29N5O4 at a distorted geometry, with properties calculated with ωB97M-V/def2-TZVPD.

Each line ends with the natural charge from an NBO analysis.
Element x y z (Å)
C 2.934 -1.736 2.354  -0.617
C 2.535 -1.945 0.902  -0.070
O 1.536 -0.990 0.581  -0.539
C 1.020 -0.972 -0.673  0.401
C 1.329 -1.899 -1.664  -0.307
C 0.766 -1.795 -2.924  -0.189
C -0.112 -0.770 -3.219  -0.246
C -0.423 0.157 -2.241  -0.166
C 0.120 0.067 -0.968  -0.130
C -0.120 1.177 0.044  -0.061
C -0.669 0.740 1.395  -0.184
C -2.094 0.337 1.455  0.665
O -2.783 0.493 2.449  -0.630
N -2.568 -0.206 0.296  -0.630
C -3.860 -0.664 0.033  0.092
C -4.974 -0.289 0.769  -0.214
C -6.230 -0.763 0.426  -0.226
C -6.381 -1.607 -0.655  -0.211
C -5.276 -1.993 -1.402  -0.315
C -4.015 -1.533 -1.066  0.341
O -2.856 -1.860 -1.727  -0.527
C -2.938 -2.749 -2.813  -0.250
C 0.071 0.792 2.526  0.290
C -0.392 0.382 3.885  -0.652
N 1.370 1.256 2.509  -0.585
C 1.908 1.723 1.358  0.554
N 3.128 2.170 1.133  -0.580
C 3.083 2.523 -0.185  0.340
C 4.266 3.035 -0.922  -0.449
C 5.058 1.895 -1.582  -0.412
C 5.862 1.054 -0.584  -0.057
O 5.074 0.247 0.253  -0.754
N 1.917 2.318 -0.744  -0.302
N 1.157 1.816 0.251  -0.200
H 3.643 -2.505 2.647  0.221
H 3.405 -0.765 2.470  0.211
H 2.057 -1.795 2.993  0.206
H 3.408 -1.802 0.254  0.203
H 2.136 -2.959 0.766  0.170
H 2.025 -2.698 -1.465  0.223
H 1.030 -2.521 -3.679  0.215
H -0.540 -0.680 -4.206  0.216
H -1.092 0.974 -2.467  0.218
H -0.803 1.911 -0.411  0.223
H -1.898 -0.461 -0.420  0.435
H -4.845 0.366 1.614  0.251
H -7.088 -0.465 1.008  0.214
H -7.358 -1.977 -0.928  0.212
H -5.414 -2.657 -2.241  0.219
H -3.350 -3.716 -2.510  0.179
H -3.542 -2.334 -3.626  0.176
H -1.913 -2.883 -3.155  0.206
H 0.428 -0.068 4.443  0.204
H -1.222 -0.314 3.824  0.263
H -0.745 1.257 4.429  0.241
H 1.944 1.213 3.334  0.424
H 3.911 3.714 -1.699  0.234
H 4.910 3.581 -0.230  0.221
H 4.365 1.247 -2.122  0.215
H 5.759 2.324 -2.300  0.208
H 6.500 1.719 0.018  0.151
H 6.510 0.363 -1.132  0.177
H 4.486 0.837 0.753  0.487

Values from the calculation:
Gap between HOMO and LUMO (Eh): 0.3187
Energy relative to the best compared isomer or geometry (same formula, charge and spin) (kcal/mol): 67.8
SMILES string: CCOc1ccccc1[C@H]1C(C(=O)Nc2ccccc2OC)=C(C)Nc2nc(CCCO)nn21
Max |F| (eV Å⁻¹): 1.24
LUMO (eV): 0.7
Energy (a.u.): -1544.8292

***

Entry 4:
Below is a structure of composition C9H21ClI2NNdP2S at a distorted geometry, with properties calculated with ωB97M-V/def2-TZVPD.

Each line ends with the Mulliken spin population.
Element x y z (Å)
I -1.431 3.666 -1.606  0.000
I -1.781 2.785 -4.234  0.000
Nd -0.221 0.255 -0.729  3.035
P 3.044 0.233 -1.269  -0.008
C 3.807 1.643 -2.201  0.000
C 4.255 0.386 0.121  -0.001
H 5.257 0.561 -0.298  0.000
H 5.158 -0.680 -2.100  0.000
H 4.247 -0.540 0.717  0.000
H 3.999 -1.976 -1.620  0.000
H 3.497 2.570 -1.702  0.000
H 3.930 1.251 0.722  0.000
C 4.108 -1.000 -2.126  -0.001
H 4.918 1.565 -2.208  0.000
H 3.762 -1.091 -3.165  0.000
H 3.415 1.614 -3.222  0.000
P -2.919 -1.438 0.175  -0.008
C -4.593 -0.706 -0.141  0.000
C -3.504 -3.126 -0.260  -0.001
H -2.549 -2.421 2.381  0.000
H -4.302 -2.117 2.066  0.000
H -3.208 -0.728 2.451  0.000
C -3.283 -1.715 1.965  -0.001
H -2.730 -3.858 0.028  0.000
H -4.445 -3.350 0.262  0.000
H -5.395 -1.324 0.326  0.000
H -4.732 -0.650 -1.222  0.000
H -3.654 -3.167 -1.349  0.000
H -4.596 0.303 0.295  0.000
Cl 0.610 -2.090 -0.087  -0.013
S 0.450 1.372 3.651  0.000
C -0.277 2.823 2.946  -0.001
C -0.501 2.598 1.615  -0.001
N -0.126 1.296 1.165  0.000
C 0.406 0.545 2.169  0.000
H -0.473 3.707 3.547  0.000
H -0.897 3.272 0.900  0.001
H 0.754 -0.466 2.037  -0.002

Values from the calculation:
Gap between HOMO and LUMO (spin up / spin down) (Eh): 0.2546 / 0.2559
Max |F| (eV Å⁻¹): 3.59
LUMO (spin up / spin down) (eV): -8.4 / -8.4
Total charge: +2
2S+1: 4
Expectation value of S²: 3.754
Energy (a.u.): -3107.6652

***

Entry 5:
Below is a cluster of 7 separate species, H16NO6 in total, with properties calculated with ωB97M-V/def2-TZVPD.

Each line ends with the natural charge from an NBO analysis.
Element x y z (Å)
N -0.063 0.956 -1.086  -0.910
H 0.881 1.090 -0.725  0.444
H -0.231 1.570 -1.883  0.455
H -0.711 1.217 -0.324  0.468
H -0.178 -0.018 -1.356  0.455
H -0.892 3.508 -3.509  0.499
H 0.401 2.887 -3.950  0.494
O -0.266 2.818 -3.258  -0.970
H 2.986 -0.691 0.423  0.496
H 1.606 -1.198 -0.044  0.507
O 2.049 -0.487 0.446  -0.998
H -0.998 0.717 2.042  0.519
H -2.188 1.603 1.559  0.494
O -1.312 1.293 1.322  -0.988
H -0.167 -2.367 -0.260  0.527
H 0.041 -2.463 -1.818  0.500
O 0.156 -1.891 -1.053  -1.016
H 1.186 -0.400 2.169  0.518
H 0.661 -0.592 3.619  0.497
O 0.381 -0.407 2.721  -1.000
H -0.736 -1.792 2.050  0.507
H -1.496 -3.085 1.622  0.489
O -1.110 -2.268 1.294  -0.987

Values from the calculation:
Gap between HOMO and LUMO (Eh): 0.4504
Energy relative to the best compared isomer or geometry (same formula, charge and spin) (kcal/mol): 3.9
Max |F| (eV Å⁻¹): 0.65
LUMO (eV): -2.6
Total charge: +1
Energy (a.u.): -515.6224

***

Entry 6:
Below is an isolated molecule of C18H28O3, with properties calculated with ωB97M-V/def2-TZVPD.

Each line ends with the natural charge from an NBO analysis.
Element x y z (Å)
C 5.101 2.198 -0.494  -0.609
C 3.688 2.166 0.077  -0.402
C 3.533 1.199 1.252  -0.396
C 3.852 -0.263 0.933  -0.392
C 2.980 -0.855 -0.183  -0.324
C 3.233 -2.355 -0.387  -0.379
C 4.631 -2.661 -0.909  -0.606
C 1.525 -0.664 0.202  0.821
O 0.975 -1.223 1.112  -0.595
O 0.942 0.233 -0.610  -0.507
C -0.391 0.596 -0.421  0.238
C -0.693 1.946 -0.434  -0.223
C -2.012 2.324 -0.290  -0.302
C -3.022 1.383 -0.125  0.367
O -4.310 1.810 0.021  -0.692
C -2.722 0.011 -0.110  -0.087
C -3.814 -1.032 0.075  -0.075
C -4.498 -0.803 1.430  -0.604
C -4.838 -0.901 -1.061  -0.604
C -3.267 -2.462 0.059  -0.605
C -1.392 -0.350 -0.268  -0.174
H 5.358 1.249 -0.959  0.198
H 5.824 2.404 0.292  0.201
H 5.185 2.976 -1.249  0.211
H 2.979 1.906 -0.711  0.202
H 3.428 3.168 0.429  0.201
H 4.197 1.521 2.060  0.204
H 2.509 1.267 1.628  0.204
H 3.693 -0.854 1.837  0.219
H 4.901 -0.351 0.651  0.207
H 3.160 -0.325 -1.122  0.218
H 2.498 -2.734 -1.102  0.202
H 3.066 -2.871 0.561  0.214
H 4.828 -2.103 -1.823  0.201
H 5.390 -2.405 -0.176  0.204
H 4.720 -3.721 -1.131  0.214
H 0.089 2.677 -0.556  0.224
H -2.270 3.376 -0.299  0.204
H -4.330 2.775 -0.006  0.483
H -5.266 -1.556 1.591  0.204
H -4.964 0.176 1.467  0.226
H -3.768 -0.874 2.233  0.210
H -4.351 -1.037 -2.024  0.206
H -5.610 -1.659 -0.953  0.204
H -5.311 0.075 -1.044  0.227
H -2.803 -2.696 -0.897  0.207
H -4.089 -3.159 0.210  0.213
H -2.545 -2.617 0.857  0.214
H -1.107 -1.387 -0.265  0.228

Values from the calculation:
Gap between HOMO and LUMO (Eh): 0.3338
Energy relative to the best compared isomer or geometry (same formula, charge and spin) (kcal/mol): 0.7
SMILES string: CCCC[C@@H](CC)C(=O)Oc1ccc(O)c(C(C)(C)C)c1
Max |F| (eV Å⁻¹): 0.65
LUMO (eV): 0.7
Energy (a.u.): -928.4269